P:
2 unconnected molecules or ions with the total composition C4H12N2O, computed with ωB97M-V/def2-TZVPD.

Last column: natural (NBO) charge in e.
Positions of all 19 atoms, in Å:
C 1.92 1.74 -2.14  -0.61
C 1.51 1.92 -0.69  -0.42
C 1.01 0.65 0.09  0.15
C 0.53 -0.40 -0.59  -0.11
N -0.57 -1.23 -0.22  -0.87
N 0.53 1.05 1.36  -0.83
H 2.29 0.72 -2.27  0.21
H 1.08 1.97 -2.81  0.21
H 2.76 2.38 -2.41  0.21
H 2.39 2.27 -0.13  0.20
H 0.78 2.63 -0.30  0.20
H 1.03 -0.73 -1.49  0.18
H -0.97 -1.76 -0.97  0.38
H -0.40 -1.85 0.56  0.36
H -0.15 0.34 1.64  0.36
H 0.09 1.96 1.41  0.37
H -3.90 -2.13 2.05  0.47
H -3.21 -3.45 2.21  0.46
O -3.99 -3.05 1.81  -0.93

Its HOMO-LUMO gap is 8.361 eV. As for the structure (SMILES): CC/C(N)=C/N.O. The value obtained for the highest occupied orbital energy is -7.71 eV.

---

Q:
C4H12N2O in the gas phase, computed with ωB97M-V/def2-TZVPD.

Last column: natural (NBO) charge in e.
Positions of all 19 atoms, in Å:
C 0.37 -0.14 -0.58  -0.21
N -0.49 0.99 -0.91  -0.67
C 0.02 2.31 -1.03  0.13
O -1.05 3.28 -0.97  -0.73
C -0.22 -0.94 0.62  -0.08
C 0.91 -1.69 1.36  -0.63
N -1.05 -2.10 0.01  -0.83
H 1.37 0.22 -0.34  0.18
H 0.50 -0.85 -1.40  0.20
H -1.38 0.76 -0.50  0.39
H 0.73 2.62 -1.81  0.15
H 0.60 2.64 -0.15  0.11
H -0.76 4.08 -1.41  0.47
H -0.72 -0.40 1.42  0.20
H 1.49 -2.30 0.65  0.21
H 0.55 -2.32 2.17  0.21
H 1.67 -1.09 1.94  0.21
H -0.61 -2.95 0.37  0.35
H -1.92 -2.12 0.54  0.35

Its HOMO-LUMO gap is 9.220 eV. As for the structure (SMILES): C[C@H](N)CNCO. The value obtained for the highest occupied orbital energy is -8.24 eV.

---

R:
C4H12N2O in the gas phase, computed with ωB97M-V/def2-TZVPD.

Last column: natural (NBO) charge in e.
Positions of all 19 atoms, in Å:
N 0.03 1.09 1.27  -0.82
C -0.24 0.00 0.29  -0.06
C 0.63 -0.04 -0.99  -0.41
C 2.18 -0.15 -0.73  -0.06
O 2.60 0.99 0.00  -0.72
C -1.70 -0.12 -0.13  -0.23
N -2.40 -1.08 0.76  -0.82
H 0.74 0.75 1.89  0.36
H -0.87 1.13 1.75  0.34
H 3.25 1.43 -0.56  0.47
H 0.08 -0.91 0.84  0.17
H 0.45 0.80 -1.69  0.20
H 0.35 -0.98 -1.45  0.20
H 2.30 -1.09 -0.17  0.16
H 2.64 -0.23 -1.71  0.17
H -1.87 -0.55 -1.12  0.20
H -2.08 0.91 -0.14  0.18
H -2.82 -0.60 1.56  0.34
H -3.27 -1.35 0.31  0.35

Its HOMO-LUMO gap is 9.911 eV. As for the structure (SMILES): NC[C@H](N)CCO. The value obtained for the highest occupied orbital energy is -8.90 eV.

---

Which structure is the most stable? The one labeled R.

---

P:
A molecular structure, C4H12N2O, computed with ωB97M-V/def2-TZVPD.

Last column: natural (NBO) charge in e.
Positions of all 19 atoms, in Å:
C 1.60 0.43 1.16  -0.63
C -0.76 -0.49 1.64  -0.59
C 0.17 0.27 0.63  -0.27
C 0.23 -0.21 -0.82  0.28
N -1.73 -0.59 -2.68  -0.70
N -1.55 -0.04 -1.42  -0.55
O 1.00 0.33 -1.72  -0.67
H 2.31 0.91 0.45  0.21
H 2.05 -0.53 1.30  0.21
H 1.66 1.22 2.02  0.22
H -0.83 -1.48 1.33  0.21
H -1.67 0.06 1.73  0.22
H -0.18 -0.27 2.58  0.21
H -0.31 1.29 0.59  0.18
H 0.41 -1.28 -0.75  0.15
H -1.36 -0.27 -3.56  0.35
H -1.90 -1.64 -2.61  0.36
H -1.84 1.01 -1.33  0.33
H 1.10 1.32 -1.49  0.47

Its HOMO-LUMO gap is 8.150 eV. The value obtained for the highest occupied orbital energy is -7.34 eV.

---

Q:
C4H12N2O in the gas phase, computed with ωB97M-V/def2-TZVPD.

Last column: natural (NBO) charge in e.
Positions of all 19 atoms, in Å:
C 0.02 -0.45 -0.13  0.26
C -1.09 1.48 0.91  -0.44
C 1.31 -0.36 0.70  -0.65
C 0.33 -0.99 -1.54  -0.62
N -0.67 0.84 -0.31  -0.16
N -0.92 -1.28 0.59  -0.85
O 0.09 1.73 -1.09  -0.57
H 0.85 2.06 -0.57  0.43
H -0.57 -2.23 0.65  0.36
H -1.80 -1.31 0.08  0.37
H -0.26 1.92 1.47  0.16
H -1.59 0.74 1.52  0.23
H -1.79 2.28 0.64  0.21
H 2.02 0.34 0.25  0.20
H 1.08 -0.05 1.72  0.22
H 1.78 -1.34 0.74  0.22
H 1.04 -0.35 -2.05  0.22
H 0.75 -2.00 -1.46  0.20
H -0.58 -1.02 -2.12  0.22

Its HOMO-LUMO gap is 9.826 eV. As for the structure (SMILES): CN(O)C(C)(C)N. The value obtained for the highest occupied orbital energy is -8.90 eV.

---

Which structure is the most stable? The one labeled Q.

---

P:
A gas-phase ion, C4H6N3O (charge +1), computed with ωB97M-V/def2-TZVPD.

Last column: natural (NBO) charge in e.
Positions of all 14 atoms, in Å:
C 1.85 -0.90 0.35  -0.18
C 2.12 0.43 0.00  0.85
C -0.49 1.03 -0.11  0.21
C -0.41 -1.44 -0.28  -0.10
N 0.78 -1.66 0.26  -0.17
N -1.09 -0.13 -0.28  -0.62
N -1.29 2.08 0.19  -0.77
O 2.53 1.45 -0.27  -0.26
H 2.75 -1.29 0.90  0.27
H -0.22 -1.99 -1.35  0.31
H -1.16 -2.24 0.09  0.26
H -2.12 -0.23 -0.44  0.40
H -1.03 3.00 0.52  0.42
H -2.23 1.89 0.41  0.37

Its HOMO-LUMO gap (spin up / spin down) is 6.969 / 6.968 eV. The value obtained for the highest occupied orbital energy (spin up / spin down) is -13.37 / -13.37 eV. The total charge is +1.

---

Q:
A gas-phase ion, C4H6N3O (charge +1), computed with ωB97M-V/def2-TZVPD.

Last column: natural (NBO) charge in e.
Positions of all 14 atoms, in Å:
C 0.52 0.82 1.02  0.14
C -1.57 -0.11 0.22  0.68
C 1.26 0.94 -0.29  -0.48
C 1.52 -0.53 -0.55  0.16
N -0.77 0.51 0.91  -0.34
N 0.54 -1.45 -0.45  -0.05
N -2.68 -0.50 -0.33  -0.74
O 1.18 -1.20 0.70  -0.25
H 1.05 0.87 2.05  0.27
H 0.66 1.36 -0.99  0.24
H 2.11 1.46 -0.21  0.25
H 2.53 -0.91 -0.98  0.25
H -3.27 0.11 -0.79  0.43
H -3.08 -1.38 -0.31  0.44

Its HOMO-LUMO gap (spin up / spin down) is 8.350 / 8.592 eV. The value obtained for the highest occupied orbital energy (spin up / spin down) is -13.87 / -13.44 eV. The total charge is +1.

---

R:
A gas-phase ion, C4H6N3O (charge +1), computed with ωB97M-V/def2-TZVPD.

Last column: natural (NBO) charge in e.
Positions of all 14 atoms, in Å:
C -0.12 -0.80 -0.06  0.65
C -2.15 -0.28 -0.03  0.81
C -0.82 1.96 0.00  0.13
C 2.33 -0.57 -0.06  -0.48
N 1.02 -1.12 0.06  -0.35
N -1.35 -1.35 -0.04  -0.62
N -0.94 0.68 0.02  -0.43
O -3.30 0.07 -0.08  -0.44
H 0.20 2.42 0.10  0.25
H -1.78 2.53 -0.08  0.25
H 2.63 0.42 0.37  0.22
H 2.75 -0.56 -1.01  0.25
H 3.12 -1.01 0.61  0.25
H -1.59 -2.39 0.20  0.50

Its HOMO-LUMO gap is 9.219 eV. As for the structure (SMILES): C=[N+]1C(=O)N/C1=N/C. The value obtained for the highest occupied orbital energy is -14.56 eV. The total charge is +1.

---

S:
A gas-phase ion, C4H6N3O (charge +1), computed with ωB97M-V/def2-TZVPD.

Last column: natural (NBO) charge in e.
Positions of all 14 atoms, in Å:
C 0.94 -0.18 -1.33  0.10
C -0.89 -1.04 -0.55  0.14
C -0.43 0.98 0.56  0.12
C 1.35 -0.75 -0.07  -0.21
N -0.25 -0.50 -1.69  -0.39
N 0.44 -1.52 0.41  0.22
N -1.23 -0.05 0.44  -0.46
O 0.17 -2.14 1.41  -0.31
H 1.70 0.18 -1.95  0.24
H -1.66 -1.86 -0.87  0.30
H -0.57 1.52 1.47  0.24
H -0.02 1.52 -0.28  0.25
H 2.39 -0.66 0.12  0.27
H -1.92 -0.33 1.19  0.48

Its HOMO-LUMO gap (spin up / spin down) is 7.846 / 7.844 eV. As for the structure (SMILES): C=[NH+][C@H]1N=CC=[N+]1[O-]. The value obtained for the highest occupied orbital energy (spin up / spin down) is -14.29 / -14.28 eV. The total charge is +1.

---

Which structure is the most stable? The one labeled R.

---

P:
21 unconnected molecules or ions with the total composition H42O21, computed with ωB97M-V/def2-TZVPD.

Last column: natural (NBO) charge in e.
Positions of all 63 atoms, in Å:
O -3.00 2.41 -3.82  -0.93
H -3.16 3.10 -3.22  0.47
H -2.24 1.91 -3.51  0.46
O 0.21 1.60 -1.86  -0.96
H -0.59 2.09 -1.78  0.47
H 0.79 2.24 -1.67  0.47
O -1.90 -2.94 -3.49  -0.97
H -1.42 -2.16 -3.88  0.51
H -2.76 -2.89 -3.91  0.47
O -2.11 -0.19 2.56  -1.00
H -1.45 0.38 2.71  0.46
H -1.88 -1.19 2.50  0.50
O -3.33 -1.81 -0.62  -0.96
H -3.60 -0.91 -0.70  0.48
H -2.75 -1.91 -1.42  0.49
O 3.40 -1.56 -2.74  -0.95
H 2.93 -1.13 -1.89  0.47
H 2.70 -2.01 -3.19  0.48
O -2.66 -2.71 1.88  -0.96
H -2.71 -2.32 1.06  0.50
H -3.44 -2.62 2.38  0.49
O 0.56 -3.80 -2.76  -0.94
H 0.99 -3.77 -1.96  0.46
H -0.35 -3.68 -2.59  0.48
O -1.76 -0.58 -2.90  -1.01
H -2.71 -0.35 -3.14  0.50
H -1.09 0.14 -2.89  0.52
O 1.75 0.99 0.51  -0.99
H 1.61 1.71 -0.09  0.48
H 1.22 1.00 1.40  0.52
O 4.57 2.16 -0.45  -0.96
H 4.24 2.20 -1.30  0.47
H 4.30 1.24 -0.04  0.49
O -1.37 3.42 0.53  -1.04
H -0.76 3.38 1.34  0.54
H -1.80 4.13 0.11  0.50
O 4.20 -2.13 2.84  -0.95
H 3.72 -1.71 3.56  0.46
H 3.44 -2.47 2.27  0.49
O 1.75 -3.60 1.64  -0.96
H 1.25 -3.55 2.66  0.49
H 1.00 -3.98 1.14  0.48
O 0.83 2.80 3.49  -0.96
H 0.86 2.41 4.34  0.47
H 1.63 3.35 3.49  0.49
O 1.07 3.84 -1.54  -0.97
H 1.87 4.27 -1.90  0.50
H 0.76 4.37 -0.76  0.51
O -4.22 1.47 0.26  -0.96
H -4.04 0.71 0.84  0.48
H -3.38 2.00 0.56  0.49
O 0.55 -1.52 4.50  -0.96
H 0.07 -1.60 5.36  0.48
H 0.07 -1.00 3.89  0.48
O -0.35 -1.08 1.02  -0.98
H -0.83 -1.97 1.03  0.48
H 0.45 -1.13 0.57  0.49
O 2.83 3.14 1.38  -0.96
H 2.84 2.38 1.00  0.46
H 3.81 3.42 1.35  0.48
O 0.09 -1.59 -1.40  -0.95
H 0.24 -0.76 -1.28  0.46
H -0.90 -1.65 -1.46  0.48

Its HOMO-LUMO gap is 9.791 eV. The value obtained for the highest occupied orbital energy is -10.29 eV.

---

Q:
21 unconnected molecules or ions with the total composition H42O21, computed with ωB97M-V/def2-TZVPD.

Last column: natural (NBO) charge in e.
Positions of all 63 atoms, in Å:
O 0.33 1.48 4.74  -0.97
H -0.09 0.65 5.00  0.47
H -0.47 1.93 4.42  0.49
O -3.73 -1.27 -2.56  -0.96
H -3.26 -1.21 -3.41  0.50
H -3.39 -0.58 -1.99  0.45
O -4.15 -0.77 0.45  -0.96
H -4.42 -0.32 -0.36  0.47
H -4.14 -1.63 0.01  0.49
O 0.33 -1.68 3.93  -0.94
H 0.35 -2.61 3.67  0.49
H -0.50 -1.42 3.50  0.47
O -1.96 -0.24 1.70  -1.00
H -2.50 0.54 1.51  0.50
H -2.65 -0.91 1.73  0.50
O 0.79 3.81 -2.29  -0.93
H 0.60 3.89 -1.35  0.46
H 1.74 3.78 -2.35  0.47
O 2.97 0.13 -0.13  -0.98
H 2.78 -0.36 0.67  0.50
H 2.66 1.03 0.04  0.48
O 0.81 -1.09 1.47  -0.96
H 0.89 -0.35 0.86  0.48
H 0.22 -0.77 2.19  0.51
O -1.85 -0.39 -4.79  -0.94
H -1.08 -0.33 -4.21  0.47
H -1.78 0.47 -5.22  0.47
O 2.59 2.26 -4.45  -0.94
H 2.81 1.32 -4.35  0.47
H 1.72 2.19 -4.04  0.47
O -0.19 4.94 1.42  -0.96
H -0.12 5.12 0.49  0.48
H 0.62 4.65 1.80  0.48
O 0.67 -4.18 -2.57  -0.95
H -0.22 -4.57 -2.60  0.47
H 1.01 -4.95 -2.06  0.48
O -1.61 -2.25 -1.16  -1.01
H -0.70 -2.60 -1.05  0.50
H -1.80 -1.52 -0.58  0.46
O -3.42 1.96 0.09  -0.95
H -3.14 2.88 0.03  0.48
H -3.96 1.86 -0.70  0.47
O 2.91 -1.62 3.22  -0.97
H 2.07 -1.14 3.18  0.49
H 3.02 -1.81 4.16  0.47
O 2.25 -0.27 -2.50  -0.95
H 2.80 0.48 -2.28  0.47
H 2.35 -0.86 -1.76  0.48
O 2.25 -5.14 -0.11  -0.97
H 3.07 -4.76 -0.45  0.46
H 1.65 -4.37 -0.13  0.49
O 0.71 -2.83 -0.38  -0.97
H 0.66 -2.28 0.45  0.51
H 1.45 -2.50 -0.89  0.47
O -0.20 1.11 -1.59  -0.94
H -0.18 0.26 -2.03  0.48
H 0.55 1.18 -1.03  0.46
O -1.85 2.46 3.15  -0.99
H -1.44 3.13 2.59  0.50
H -1.87 1.55 2.85  0.49
O 2.16 2.88 1.65  -0.97
H 1.78 2.92 2.54  0.49
H 3.09 2.72 1.86  0.48

Its HOMO-LUMO gap is 9.959 eV. The value obtained for the highest occupied orbital energy is -10.48 eV.

---

Which structure is the most stable? The one labeled Q.

---

P:
2 unconnected molecules or ions with the total composition C2H6N2, computed with ωB97M-V/def2-TZVPD.

Last column: natural (NBO) charge in e.
Positions of all 10 atoms, in Å:
C 3.44 0.96 -0.08  -0.04
N 3.98 1.24 1.04  -0.61
H 2.40 1.14 -0.24  0.17
H 3.96 0.25 -0.73  0.14
H 4.90 1.00 1.29  0.35
C -3.61 -0.62 -0.03  -0.05
N -3.65 -1.81 -0.52  -0.59
H -2.98 -0.52 0.90  0.16
H -4.12 0.27 -0.40  0.15
H -4.32 -1.91 -1.24  0.33

Its HOMO-LUMO gap is 10.730 eV. As for the structure (SMILES): C=N.C=N. The value obtained for the highest occupied orbital energy is -9.67 eV.

---

Q:
C2H6N2 in the gas phase, computed with ωB97M-V/def2-TZVPD.

Last column: natural (NBO) charge in e.
Positions of all 10 atoms, in Å:
C -0.57 -0.90 0.81  -0.42
N 0.36 -0.59 -0.25  -0.63
C 0.57 0.70 -0.67  0.28
N -0.39 1.52 -0.79  -0.70
H -0.16 -1.63 1.49  0.20
H -0.89 0.04 1.27  0.22
H -1.53 -1.27 0.42  0.19
H 1.03 -1.29 -0.51  0.39
H 1.62 0.95 -0.82  0.14
H -0.04 2.47 -0.94  0.34

Its HOMO-LUMO gap is 9.894 eV. As for the structure (SMILES): [H]/N=C/NC. The value obtained for the highest occupied orbital energy is -8.85 eV.

---

R:
2 unconnected molecules or ions with the total composition C2H6N2, computed with ωB97M-V/def2-TZVPD.

Last column: natural (NBO) charge in e.
Positions of all 10 atoms, in Å:
C 2.03 -4.67 -3.89  -0.04
N 2.96 -4.96 -4.77  -0.63
H 1.32 -5.50 -3.72  0.18
H 2.10 -3.73 -3.17  0.15
H 3.84 -4.72 -4.44  0.34
C -2.13 4.71 3.78  -0.03
N -2.75 4.34 4.88  -0.63
H -1.23 4.21 3.42  0.16
H -2.35 5.80 3.32  0.15
H -3.79 4.51 4.59  0.35

Its HOMO-LUMO gap is 10.177 eV. As for the structure (SMILES): C=N.C=N. The value obtained for the highest occupied orbital energy is -9.54 eV.

---

S:
C2H6N2 in the gas phase, computed with ωB97M-V/def2-TZVPD.

Last column: natural (NBO) charge in e.
Positions of all 10 atoms, in Å:
C -0.94 -1.05 0.35  -0.41
N -0.46 0.16 -0.31  -0.62
C 0.80 0.61 -0.09  0.28
N 1.14 1.73 -0.60  -0.73
H -0.12 -1.76 0.31  0.19
H -1.18 -0.89 1.40  0.19
H -1.77 -1.42 -0.24  0.21
H -1.04 0.72 -0.93  0.41
H 1.45 -0.05 0.49  0.15
H 2.11 1.96 -0.39  0.34

Its HOMO-LUMO gap is 9.739 eV. As for the structure (SMILES): [H]/N=C/NC. The value obtained for the highest occupied orbital energy is -8.65 eV.

---

Which structure is the most stable? The one labeled S.

---

P:
2 unconnected molecules or ions with the total composition C2H6N2, computed with ωB97M-V/def2-TZVPD.

Last column: natural (NBO) charge in e.
Positions of all 10 atoms, in Å:
C 0.02 -2.22 -1.92  -0.05
N -1.05 -1.55 -1.82  -0.59
H 0.73 -2.08 -2.73  0.14
H 0.24 -3.00 -1.20  0.16
H -1.09 -0.84 -2.55  0.33
C -0.14 1.99 1.95  -0.04
N 1.05 2.32 1.78  -0.59
H -1.00 2.43 1.44  0.16
H -0.42 1.19 2.66  0.14
H 1.65 1.76 2.38  0.33

Its HOMO-LUMO gap is 11.197 eV. As for the structure (SMILES): C=N.C=N. The value obtained for the highest occupied orbital energy is -10.14 eV.

---

Q:
C2H6N2 in the gas phase, computed with ωB97M-V/def2-TZVPD.

Last column: natural (NBO) charge in e.
Positions of all 10 atoms, in Å:
C -1.45 -0.51 -0.02  -0.70
C -0.55 0.74 0.01  -0.01
H -1.30 -0.93 0.99  0.22
H -0.95 -1.26 -0.75  0.21
H -2.51 -0.33 -0.18  0.23
H -0.94 1.72 -0.10  0.19
H 2.34 -0.64 -0.10  0.39
H 0.81 -1.39 0.16  0.35
N 0.74 0.70 0.02  -0.21
N 1.34 -0.49 -0.01  -0.66

Its HOMO-LUMO gap is 9.470 eV. As for the structure (SMILES): C/C=N\N. The value obtained for the highest occupied orbital energy is -8.41 eV.

---

Which structure is the most stable? The one labeled Q.